1.
# C27H20Cl5CoN3O7

A structure of composition C27H20Cl5CoN3O7 (ωB97M-V/def2-TZVPD, OMol25).

net charge: -2
Kohn-Sham gap (spin up / spin down): 6.9739 / 7.6001 eV
spin multiplicity: 4
energy relative to the best compared isomer or geometry (same formula, charge and spin): 0.0 kcal per mole
<S²>: 3.76

Geometry (Å):
Co 0.06 -2.58 -0.23
O -0.51 -2.19 1.99
C -1.87 -1.83 2.20
C -2.69 -2.79 1.38
N -2.24 -2.78 -0.01
C -2.49 -4.08 -0.64
C -1.49 -5.12 -0.12
O -1.90 -6.27 0.11
O -0.31 -4.67 0.00
C -2.76 -1.67 -0.80
C -1.97 -1.53 -2.11
O -2.51 -0.91 -3.03
O -0.80 -2.05 -2.09
H 0.06 -1.44 2.19
H -2.15 -1.93 3.26
H -2.04 -0.81 1.88
H -2.57 -3.80 1.76
H -3.76 -2.53 1.46
H -3.52 -4.42 -0.49
H -2.30 -3.98 -1.71
H -3.82 -1.78 -1.03
H -2.62 -0.74 -0.23
Cl 1.98 -4.10 -2.11
C 2.89 -3.31 -0.85
C 2.17 -2.62 0.13
C 2.98 -1.94 1.04
Cl 2.26 -0.97 2.33
C 4.38 -1.94 1.00
Cl 5.32 -1.06 2.17
C 5.03 -2.66 0.01
Cl 6.76 -2.70 -0.06
C 4.27 -3.36 -0.93
Cl 5.07 -4.24 -2.19
O 2.01 -0.46 -1.80
C 1.27 0.20 -1.10
N 1.34 1.60 -1.08
C 0.28 2.17 -0.29
C -0.34 0.84 0.28
O -1.29 0.89 1.07
N 0.30 -0.24 -0.19
C 0.79 2.96 0.92
C -0.11 3.68 1.72
C 0.34 4.33 2.86
C 1.68 4.28 3.23
C 2.57 3.56 2.45
C 2.12 2.90 1.31
C -0.71 2.93 -1.16
C -0.56 4.30 -1.37
C -1.40 4.98 -2.25
C -2.40 4.29 -2.94
C -2.53 2.92 -2.74
C -1.70 2.24 -1.86
H 1.73 2.08 -1.87
H -1.15 3.70 1.45
H -0.37 4.88 3.48
H 2.02 4.79 4.13
H 3.61 3.48 2.74
H 2.81 2.31 0.71
H 0.21 4.84 -0.84
H -1.28 6.04 -2.41
H -3.05 4.81 -3.62
H -3.28 2.35 -3.29
H -1.80 1.17 -1.76

These are the Mulliken partial charges, in e, on atoms 1 to 6: Co 0.42; O -0.59; C -0.13; C -1.16; N 1.25; C -0.62


2.
# C5H9NO

A cluster of 2 separate species, C5H9NO in total (ωB97M-V/def2-TZVPD, OMol25).

Kohn-Sham gap: 10.1258 eV
energy relative to the best compared isomer or geometry (same formula, charge and spin): 81.7 kcal per mole

Geometry (Å):
C -1.36 -0.05 -0.95
C -0.85 0.18 0.45
C -0.50 -1.07 1.22
C -0.33 1.48 0.86
N -1.51 1.31 1.24
H -0.65 -0.64 -1.54
H -1.53 0.90 -1.48
H -2.31 -0.59 -0.92
H -1.36 -1.75 1.25
H -0.20 -0.84 2.24
H 0.33 -1.60 0.72
H 0.44 2.25 0.93
C 2.36 0.19 -1.00
O 1.90 -0.91 -1.16
H 2.76 0.79 -1.84
H 2.40 0.67 0.00

These are the Mulliken partial charges, in e, on atoms 1 to 6: C -1.22; C 1.57; C -1.17; C -0.75; N -0.65; H 0.30


3.
# C7H11N3O2

An isolated molecule of C7H11N3O2 (ωB97M-V/def2-TZVPD, OMol25).

Kohn-Sham gap (spin up / spin down): 7.0126 / 7.2048 eV
spin multiplicity: 3
energy relative to the best compared isomer or geometry (same formula, charge and spin): 27.0 kcal per mole
<S²>: 2.03

Geometry (Å):
C 1.26 0.97 -0.39
C 0.87 -1.88 0.24
C -0.42 -1.89 -0.18
C -0.03 1.12 0.47
C -0.91 -3.05 -0.95
C -0.53 2.64 0.29
C 0.26 0.75 1.99
N -1.25 -0.85 -0.19
N -1.22 0.34 0.04
N 0.85 0.63 -1.64
O 2.38 1.14 -0.01
O 1.86 -2.05 0.83
H -1.94 -3.23 -0.66
H -0.38 -3.97 -0.74
H -1.09 -2.72 -2.02
H -1.56 2.68 0.46
H -0.45 2.93 -0.75
H 0.01 3.28 0.97
H 0.63 -0.26 1.88
H -0.80 0.73 2.33
H 0.98 1.43 2.29
H -0.09 0.93 -1.98
H 1.58 0.34 -2.28

These are the Mulliken partial charges, in e, on atoms 1 to 6: C 0.16; C 0.38; C 0.79; C 1.15; C -1.34; C -1.62


4.
# C10H8CoN2O5

A structure of composition C10H8CoN2O5 (ωB97M-V/def2-TZVPD, OMol25).

net charge: +2
Kohn-Sham gap (spin up / spin down): 9.4422 / 5.9537 eV
spin multiplicity: 4
energy relative to the best compared isomer or geometry (same formula, charge and spin): 0.0 kcal per mole
<S²>: 3.83

Geometry (Å):
O 0.00 3.06 0.00
C 0.00 1.91 0.00
Co 0.00 0.00 0.00
O 0.00 0.00 -3.06
C 0.00 0.00 -1.91
C 0.00 -1.91 0.00
O 0.00 -3.06 0.00
C -1.91 0.00 0.00
O -3.06 0.00 0.00
C 1.91 0.00 0.00
O 3.06 0.00 0.00
C 2.14 0.00 5.04
C 1.04 0.00 4.02
C -0.28 0.00 4.29
C -0.91 0.00 3.06
N 0.04 0.00 2.05
N 1.21 0.00 2.70
C -2.41 -0.01 3.09
H 2.05 0.90 5.68
H 2.06 -0.91 5.67
H 3.13 0.00 4.54
H -0.75 -0.01 5.27
H 2.17 0.00 2.30
H -2.75 -0.91 3.65
H -2.76 0.89 3.64
H -2.95 -0.01 2.17

These are the Mulliken partial charges, in e, on atoms 1 to 6: O -0.18; C 0.36; Co 0.17; O -0.15; C 0.66; C 0.36